The following is a quantum chemistry calculation of a structure of composition C4H9N2O, from the OMol25 dataset.

Results
- frontier orbital gap (eV) = 8.882
- LUMO (eV) = -5.25
- net charge = +1

```
16
Properties=species:S:1:pos:R:3:forces:R:3
O -1.031095 1.377088 -0.007692 0.4417 0.2914 -0.0732
H -3.052926 0.066225 -0.911117 -0.3515 -0.5171 -0.4330
C -2.686108 -0.072841 0.103749 -1.8986 -1.3168 -0.2401
H 1.654021 1.194545 -1.394437 1.7729 -0.9196 1.9486
H -0.106203 -1.428291 0.900514 -0.0448 0.4565 -0.4647
H -3.214340 0.696283 0.631552 -0.1389 0.2876 0.7706
C 0.133769 -1.039604 -0.110753 -1.5795 -1.7652 0.6082
N 1.278061 -0.431453 -0.136924 0.6447 -0.1126 0.1600
H 2.643183 -0.190502 1.414592 0.4228 0.7193 -0.1481
H -2.867646 -1.118848 0.456981 0.2424 0.9955 -0.3439
C 2.061383 0.457688 0.758727 -0.8177 -0.8057 -0.0130
H -0.450937 -1.701618 -0.856770 2.0170 1.2957 0.4247
N -1.335003 0.236066 -0.052724 1.6253 0.5357 0.3716
H 1.561588 1.334523 1.174870 0.0436 -0.4454 0.0228
C 2.273993 0.435588 -0.708727 -3.2387 2.5558 -2.5840
H 3.138257 0.185149 -1.261835 0.8593 -1.2552 -0.0063
```
Positions in Å, forces in eV/Å.


The following is a quantum chemistry calculation of an isolated molecule of C5H8, from the OMol25 dataset.

Results
- frontier orbital gap (eV) = 10.427
- LUMO (eV) = 1.07

```
13
Properties=species:S:1:pos:R:3:forces:R:3
C -1.322108 -0.492792 0.840263 -0.0039 -0.0161 0.0189
H -1.675352 -0.019134 1.764255 0.1077 -0.0633 -0.1503
H 2.561384 1.282956 -0.458230 0.0423 -0.1648 0.0455
H -1.460234 -0.252116 -1.293787 -0.1430 0.0875 0.0774
H -1.454493 1.263972 -0.397315 -0.1456 -0.1169 -0.0334
H 2.561360 -0.246787 -1.345506 0.0453 0.0416 0.1739
H -1.669053 -1.533162 0.862554 0.0905 0.1703 -0.0145
C 0.140241 -0.420662 0.720587 0.4499 0.1731 -0.3079
C -1.850505 0.243896 -0.400157 -0.0951 0.0676 -0.1126
C 2.503205 0.194977 -0.344604 0.1068 0.0159 -0.0222
H 3.368662 -0.138463 0.232599 -0.0769 0.0235 -0.0510
C 1.237501 -0.170745 0.286683 -0.4521 -0.1331 0.2369
H -2.940612 0.288061 -0.467343 0.0742 -0.0853 0.1392
```
Positions in Å, forces in eV/Å.


The following is a quantum chemistry calculation of a cluster of 2 separate species, C3H10N2O2 in total, from the OMol25 dataset.

Results
- frontier orbital gap (eV) = 10.756
- LUMO (eV) = 0.76

```
17
Properties=species:S:1:pos:R:3:forces:R:3
H 1.738109 -1.424945 -1.451866 0.4638 0.0855 0.1222
O -1.513243 -1.551282 1.215773 -0.1332 -0.2933 0.0852
C -1.358801 -0.428782 0.798189 0.6038 0.0290 -0.6809
H -3.319140 -0.269080 0.053793 -0.0635 0.2004 0.1732
H -2.210001 0.907757 -0.668755 0.0054 0.1106 0.1141
H -0.125826 1.093824 0.362416 0.4835 -0.0047 -0.1891
C 1.049916 -0.686508 0.323592 -0.0967 0.8428 0.3449
H 1.885895 -0.304124 0.910289 0.1370 -0.5058 0.0945
H 0.582546 -0.385018 -1.652219 -0.1346 0.2058 0.1759
H 0.770844 -1.703689 0.579491 0.1834 -0.0805 0.2168
N 1.421882 -0.527762 -1.095159 -0.4619 -0.4740 -0.3399
O 2.172354 2.184386 -1.541699 -0.1516 0.2783 0.1918
N -0.094449 0.130755 0.659842 -0.9746 0.0405 -0.1557
H -2.794694 1.161782 1.000297 -0.1291 0.0419 -0.0862
C -2.498709 0.417261 0.261372 0.0512 -0.2550 0.2550
H 2.068634 1.253132 -1.268092 0.2948 -0.0339 -0.4390
H 2.960558 2.245278 -2.089613 -0.0775 -0.1877 0.1171
```
Positions in Å, forces in eV/Å.


The following is a quantum chemistry calculation of an isolated molecule of C12H12, from the OMol25 dataset.

Results
- frontier orbital gap (eV) = 10.237
- LUMO (eV) = 1.02

```
24
Properties=species:S:1:pos:R:3:forces:R:3
H -0.450138 1.972555 0.997722 -0.9057 -1.3525 -1.1194
C -1.849628 0.060054 0.999189 0.1836 0.9105 0.2494
H 0.699897 0.281475 -2.193251 0.8975 -0.5533 2.2833
H -2.276247 -1.961050 -0.726309 -1.0591 -1.1030 -0.0973
H 2.918836 0.923708 -2.137970 0.9223 -0.3016 0.1216
H 4.405967 0.584693 0.031976 -0.0731 0.3387 -0.3394
C -1.828850 0.664709 -0.438848 -0.0592 0.6408 -0.2361
H -0.604845 -2.585321 -0.054555 -1.7883 1.2083 -1.9052
C 1.403476 -0.280961 1.218461 -1.9376 0.8283 -1.5487
H 0.748608 -0.468049 2.063778 0.7666 -0.1680 0.5137
H 3.339006 -0.045526 2.141206 -0.5904 0.5648 -1.3424
C -3.114354 0.091401 0.211799 -0.4068 3.1023 -0.4000
C 1.279859 0.122896 -1.182182 -1.1954 0.7442 -1.3407
H -0.869707 -1.831774 -1.763023 0.2120 -0.2654 -0.2973
C 2.743989 0.103843 1.189902 -0.2525 -1.6163 1.5548
H -3.963925 0.850052 0.327829 1.5342 -1.1978 0.3957
C 3.333873 0.421926 -0.015089 1.2651 0.1629 0.1493
H -2.132312 2.365269 0.992789 -0.6177 -0.6730 -0.2228
C -0.960298 -0.503020 -0.132413 3.1073 0.9003 1.1502
C 0.642620 -0.206935 0.021290 -1.4859 -0.5017 -0.8782
H -3.389037 -0.763349 -0.290394 -1.0425 -1.7303 -0.5187
C -1.234887 -1.830471 -0.749131 2.6266 -0.9741 2.1989
C -1.463400 1.558405 0.686973 0.9475 0.8412 1.6228
C 2.621504 0.475478 -1.199752 -1.0486 0.1946 0.0064
```
Positions in Å, forces in eV/Å.


The following is a quantum chemistry calculation of a structure of composition C23H18CuN6OS, from the OMol25 dataset.

Results
- frontier orbital gap (spin up / spin down) (eV) = 6.583 / 6.198
- spin multiplicity = 2
- LUMO (spin up / spin down) (eV) = -0.31 / -0.69
- ⟨S²⟩ = 0.75

```
50
Properties=species:S:1:pos:R:3:forces:R:3
C -0.431501 2.091062 1.153194 -0.9000 -0.0679 -0.0288
H -4.143206 3.036401 -1.722015 0.0170 0.0877 0.0290
C 0.972716 -3.756243 0.919286 0.1488 -0.3711 -0.0565
C 1.348361 -1.157932 -1.539126 -0.0662 0.7568 -0.5622
C -1.765455 0.644884 -1.640393 -0.5824 0.2844 0.0277
H 2.094078 0.687671 -4.257215 0.0405 0.0125 -0.0988
H -3.578364 1.372691 2.183094 -0.0953 -0.0758 0.0259
C -1.554412 1.286087 1.521506 -0.1074 1.0813 0.0399
H -0.171812 1.556489 -3.745278 -0.0567 0.0599 -0.0363
C 1.742112 -2.262113 -0.658389 0.3700 -0.7275 0.3359
C -0.390621 0.284402 -2.015600 0.4991 0.0942 -0.3315
N -2.429689 -0.339547 -1.040695 0.2601 -0.2274 -0.1691
N 1.185090 0.325530 1.269780 -1.4019 -0.0104 0.1267
C -2.751123 1.974058 1.837362 -0.0078 -0.2446 -0.0722
C 3.168766 -4.046881 0.048015 -0.3963 -0.0099 0.1606
C 2.087205 -0.701240 -2.629910 -0.1473 -0.1305 0.2257
H 1.704860 2.292188 1.067218 0.1652 -0.0496 0.0303
C -3.673431 -0.130688 -0.670832 -0.4399 0.2053 -0.0159
C 2.968950 -2.913165 -0.720072 -0.2908 0.0774 -0.1245
N 3.817440 -1.661502 2.417577 0.4978 -0.0878 -0.0830
H 3.756315 -2.533957 -1.348390 0.0679 0.0465 -0.1218
H 4.604993 -1.089553 2.158518 -0.0530 0.0890 -0.0027
H -5.370869 1.188161 -0.610202 -0.1424 -0.0170 0.0987
H -1.765232 2.680175 -2.352331 0.0999 0.0896 -0.0515
H 4.113405 -4.566154 0.019508 0.1097 -0.0552 -0.0124
C 2.133051 -4.509436 0.846104 0.0568 -0.0541 -0.3283
C 1.542922 0.305623 -3.411503 -0.0472 0.0289 0.0921
H 0.273051 4.068631 0.762525 0.1008 0.0711 -0.0510
C 0.894932 1.564140 1.105471 1.2348 -0.3652 0.2782
C -0.594680 3.479160 1.024430 0.0274 -0.2089 -0.0059
C -2.881126 3.329782 1.684005 0.1262 0.0114 0.0035
C 0.284958 0.805641 -3.120030 0.0110 -0.1170 0.2176
H 3.045514 -1.128814 -2.880203 0.0592 -0.0150 0.0239
H -4.150765 -0.961202 -0.169867 -0.1827 -0.0174 0.0652
O -1.553887 0.000371 1.610256 0.0616 -0.5900 0.2691
N 0.156594 -0.645391 -1.250004 0.1408 -0.0574 -0.1883
H 2.225393 -5.415963 1.421344 0.0138 -0.0339 0.1018
C -3.655868 2.092372 -1.526806 0.0004 -0.1163 -0.0730
N 0.785768 -2.653705 0.201570 0.4211 -0.1358 -0.2384
H -1.904303 5.165453 1.145378 0.0494 0.1144 -0.0196
Cu -0.208300 -1.092033 0.999682 -0.4013 -0.1650 0.1496
C 2.567721 -1.149268 2.253320 -0.8706 0.3580 -0.1784
C -2.337819 1.888765 -1.896309 0.0342 -0.1783 0.0299
C -4.342469 1.063737 -0.904962 0.0852 -0.0323 -0.0623
C -1.799278 4.097317 1.254581 -0.0601 0.1822 -0.0642
S 1.300200 -1.927160 3.088289 -0.5982 -0.0131 0.8225
H 3.923845 -2.275491 3.207213 0.0459 0.0792 -0.0456
H -3.823425 3.812339 1.903698 -0.0860 -0.0067 0.0495
N 2.425146 -0.123776 1.447786 2.1104 0.4212 -0.2567
H 0.154246 -4.051916 1.559419 0.0787 0.0298 0.0758
```
Positions in Å, forces in eV/Å.


How do the records compare in energy relative to the best compared isomer or geometry (same formula, charge and spin)? In the order shown, they have 155.24 28.29 17.71 116.19 7.39 kcal/mol.
How do the records compare in maximum force? In the order shown, they have 4.87 0.57 0.99 3.56 2.17 eV/Å.